Formula: C11H11NOS
Source: the Open Molecules 2025 dataset
Level of theory: ωB97M-V with the def2-TZVPD basis set

```
25
Properties=species:S:1:pos:R:3:forces:R:3
C -1.6276 1.5756 -0.2198 1.49 0.03 0.32
C -0.2431 0.7987 -0.2798 -1.87 0.70 -0.58
S 1.0923 1.9957 -0.5255 0.56 0.60 -0.15
C 1.3925 1.3921 -2.1808 2.41 -1.67 -1.00
C 0.1595 0.6285 -2.6021 -0.30 0.77 3.31
N -0.2637 -0.0718 -1.4140 0.25 -0.11 0.72
C -0.0032 -1.3843 -1.0996 -0.11 -0.58 -0.10
O 0.0879 -2.2949 -1.9006 0.19 0.36 0.46
C 0.0739 -1.4042 0.4094 -0.20 -0.34 -0.56
C 0.1763 -2.3929 1.3478 0.17 -2.18 -0.21
C 0.1312 -2.0562 2.6814 -0.07 -0.94 2.56
C 0.2067 -0.7355 3.1105 -0.55 0.38 1.21
C 0.1928 0.2818 2.1628 0.34 -0.97 0.63
C 0.0129 -0.1292 0.8490 -0.06 2.61 0.73
H -2.1766 1.7867 -1.1333 0.89 0.20 -0.63
H -1.4435 2.4792 0.3375 -0.24 0.47 0.10
H -2.3385 1.0094 0.2915 -1.01 -1.20 1.31
H 2.3391 0.7214 -2.2367 -1.61 0.76 0.41
H 1.6267 2.1347 -2.9144 -0.08 1.00 -0.12
H -0.6458 1.2958 -2.7586 -0.70 0.79 -1.23
H 0.2816 -0.1518 -3.2234 0.59 -1.98 -3.31
H 0.3000 -3.4318 1.0124 -0.29 0.39 0.30
H 0.0388 -2.7704 3.5776 0.38 0.51 -2.03
H 0.1718 -0.5575 4.2424 0.35 0.01 -1.92
H 0.4581 1.2810 2.4662 -0.54 0.40 -0.23
```
Forces are in eV/Å.


Formula: C35H52N3O2S3SiZr
Source: the Open Molecules 2025 dataset
Level of theory: ωB97M-V with the def2-TZVPD basis set

```
97
Properties=species:S:1:pos:R:3:forces:R:3
Zr 0.0841 -0.1161 0.2083 0.15 0.08 -0.02
O 0.3715 -0.6260 2.1540 0.16 -0.13 -0.08
S 1.0934 -1.4394 3.2816 -0.17 -0.01 -0.03
C 2.0766 -0.2217 4.1562 0.00 0.04 0.02
C 2.9338 0.6913 3.2801 0.00 0.01 0.02
C 2.2106 1.9981 2.9560 0.02 -0.01 0.02
C 2.9038 2.8576 1.9120 0.01 0.01 0.01
S 2.7952 2.2115 0.2068 -0.02 -0.02 -0.01
O 1.7044 1.1067 0.2731 -0.01 0.04 0.01
C 4.3189 1.3241 0.0093 0.02 0.01 0.01
C 4.3638 -0.0569 -0.0948 0.00 0.00 0.01
C 5.5986 -0.6574 -0.2990 0.00 0.00 -0.01
C 6.7491 0.1135 -0.3922 0.00 0.00 0.00
C 6.6800 1.4978 -0.2953 0.00 0.00 -0.01
C 5.4552 2.1174 -0.1075 0.01 -0.01 0.01
C 2.3071 -2.3690 2.3749 0.03 0.01 -0.05
C 1.8624 -2.9790 1.2045 0.09 -0.01 -0.03
C 2.7412 -3.7684 0.4797 0.00 -0.04 -0.02
C 4.0354 -3.9747 0.9415 0.00 0.01 0.02
C 4.4584 -3.3821 2.1229 -0.01 0.00 -0.03
C 3.5977 -2.5692 2.8479 -0.02 -0.01 0.01
H 2.6442 -0.8196 4.8733 0.02 0.00 -0.01
H 1.3394 0.3294 4.7457 0.00 0.00 0.00
H 3.2318 0.1669 2.3707 -0.01 -0.01 0.00
H 3.8588 0.9096 3.8175 0.00 0.00 -0.01
H 2.1416 2.6098 3.8593 -0.01 -0.01 0.00
H 1.1836 1.8053 2.6430 0.01 0.00 -0.01
H 3.9732 2.9754 2.0978 0.00 0.01 0.00
H 2.4507 3.8471 1.8578 0.00 -0.01 0.00
H 3.4649 -0.6574 -0.0327 0.00 0.00 0.00
H 5.6586 -1.7327 -0.3945 0.00 0.00 0.00
H 7.7054 -0.3646 -0.5552 0.00 0.00 0.00
H 7.5757 2.0971 -0.3832 0.00 0.00 0.00
H 5.3956 3.1995 -0.0626 0.00 0.00 0.00
H 0.8365 -2.8778 0.8660 -0.01 -0.03 0.04
H 2.4061 -4.2453 -0.4314 0.00 0.00 -0.01
H 4.7100 -4.6132 0.3868 0.00 0.00 0.00
H 5.4619 -3.5515 2.4893 0.00 0.00 0.00
H 3.9500 -2.1186 3.7648 -0.02 0.01 0.02
N -1.5927 -1.6458 0.1613 -0.09 0.05 -0.04
C -2.5127 -2.3416 0.1058 0.04 -0.08 0.04
C -3.6391 -3.1975 0.0431 -0.01 0.04 0.00
C -4.8151 -2.7297 -0.5588 0.01 -0.01 -0.01
C -5.9155 -3.5622 -0.6011 0.00 0.00 0.00
C -5.8421 -4.8382 -0.0511 0.00 0.00 0.00
C -4.6718 -5.2969 0.5451 0.00 0.00 0.00
C -3.5596 -4.4809 0.5991 0.00 0.00 0.01
H -4.8580 -1.7321 -0.9751 0.00 0.00 0.00
H -6.8335 -3.2205 -1.0580 0.00 0.00 0.00
H -6.7098 -5.4835 -0.0857 0.00 0.00 0.00
H -4.6324 -6.2901 0.9698 0.00 0.00 0.00
H -2.6447 -4.8218 1.0648 0.00 0.00 0.00
C -0.6375 3.4947 1.2443 0.01 0.03 0.00
Si -1.5914 2.0484 0.5091 -0.07 -0.07 -0.05
C -1.8930 2.3823 -1.3449 -0.01 -0.04 -0.01
C -2.2508 1.0473 -2.0098 0.03 0.05 -0.01
C -2.9948 3.4099 -1.6147 0.00 0.01 -0.01
C -0.5781 2.8894 -1.9524 -0.01 0.00 0.00
C -3.1158 1.7077 1.6004 -0.01 0.10 0.01
C -4.1922 0.8566 0.9237 0.00 0.01 0.01
C -2.6578 1.0019 2.8843 0.01 -0.01 -0.01
C -3.7324 3.0685 1.9746 0.01 -0.01 0.02
H -1.2122 4.4106 1.0798 0.01 0.00 0.01
H 0.3348 3.6430 0.7712 -0.01 0.00 0.00
H -0.4970 3.3983 2.3222 0.00 0.00 0.00
H -3.1974 0.6395 -1.6556 0.01 -0.01 0.03
H -1.4773 0.2758 -1.8326 -0.03 -0.03 -0.05
H -2.3179 1.1572 -3.0976 -0.02 0.00 0.00
H -3.9655 3.0795 -1.2442 0.00 0.00 -0.01
H -3.0960 3.5847 -2.6907 0.00 0.00 0.00
H -2.7696 4.3725 -1.1519 0.00 0.00 0.00
H 0.2590 2.1954 -1.7773 0.00 0.00 0.00
H -0.2858 3.8586 -1.5470 -0.01 0.00 0.00
H -0.6863 3.0108 -3.0352 0.00 0.00 -0.01
H -3.8052 -0.1140 0.6099 0.00 -0.03 -0.02
H -4.6294 1.3533 0.0558 0.01 0.00 0.00
H -5.0056 0.6690 1.6303 0.00 0.00 0.00
H -2.3374 -0.0260 2.6892 0.01 0.00 0.00
H -3.4838 0.9583 3.5991 0.00 0.00 0.00
H -1.8342 1.5286 3.3765 -0.01 0.01 0.00
H -4.0315 3.6445 1.0969 0.00 0.00 0.00
H -3.0515 3.6810 2.5669 0.00 0.00 0.00
H -4.6292 2.9052 2.5781 0.00 0.00 0.00
C -0.8762 -1.9802 -5.4759 0.00 -0.01 -0.01
N -0.4796 -1.8002 -4.0701 -0.03 0.00 0.04
C 0.2582 -0.8431 -3.5347 0.02 0.03 -0.07
S 1.0318 -1.1945 -1.9936 -0.06 0.04 0.24
N 0.5176 0.3141 -4.1159 -0.03 -0.05 0.02
C -0.1010 0.9124 -5.3053 0.00 0.01 -0.01
H -1.2528 -2.9937 -5.5737 0.00 0.00 0.00
H -0.0136 -1.8735 -6.1295 0.00 0.00 0.00
H -1.6627 -1.2921 -5.7694 -0.01 0.00 0.00
H -0.5902 -2.6048 -3.4733 0.01 0.00 -0.01
H 1.1803 0.8851 -3.6177 0.02 0.02 0.00
H 0.2208 0.4264 -6.2215 0.01 0.00 0.00
H 0.2136 1.9511 -5.3431 0.00 0.00 0.01
H -1.1854 0.8835 -5.2263 0.01 0.00 0.00
```
Forces are in eV/Å.

Calculated values
Charge: +3


Formula: C26H27N4O6PRe
Source: the Open Molecules 2025 dataset
Level of theory: ωB97M-V with the def2-TZVPD basis set

```
65
Properties=species:S:1:pos:R:3:forces:R:3
Re -0.1131 -0.0682 0.4483 -0.25 -1.57 -1.01
O 3.2423 1.6639 2.0052 -0.12 -0.26 -0.14
C 2.3168 0.8942 1.8488 0.20 0.40 0.57
O 2.0021 0.2900 0.7440 -1.09 -0.37 -0.30
C 1.3252 0.6537 2.9595 0.11 0.04 -0.03
C 1.6766 0.6244 4.2911 -0.05 0.08 0.04
C 0.6875 0.3709 5.2314 -0.03 0.01 -0.11
C -0.6185 0.1858 4.7960 0.11 0.05 0.05
C -0.8965 0.2388 3.4453 -0.25 0.04 0.04
N 0.0628 0.4638 2.5338 0.06 -0.17 -0.38
H 2.7097 0.7864 4.5646 0.00 0.02 -0.01
H 0.9292 0.3211 6.2844 0.00 -0.01 0.00
H -1.4170 -0.0044 5.4985 -0.03 0.00 -0.03
H -1.9039 0.1065 3.0740 0.05 -0.02 -0.05
C -4.7996 -0.7698 -0.5995 0.10 0.05 0.02
C -4.1303 -1.5828 0.3086 -0.04 -0.06 0.04
C -2.8574 -1.2515 0.7335 -0.05 -0.06 0.07
C -2.1907 -0.1188 0.2158 1.08 0.25 0.65
C -2.9176 0.7146 -0.6531 0.08 0.12 -0.02
C -4.1955 0.3940 -1.0654 -0.05 0.01 -0.03
H -5.7955 -1.0297 -0.9323 0.00 -0.01 0.02
H -4.6033 -2.4787 0.6886 -0.03 0.02 0.00
H -2.3657 -1.8916 1.4552 0.02 -0.02 -0.06
H -2.4724 1.6312 -1.0138 -0.06 -0.01 -0.02
H -4.7266 1.0446 -1.7474 0.00 0.00 0.00
C 1.5295 4.1972 -2.6723 -0.15 0.03 -0.20
N 2.2633 3.9470 -1.3579 0.07 0.07 -0.07
C 1.7480 4.9612 -0.3290 -0.12 0.14 0.21
N 0.3361 4.8679 -0.1981 -0.06 0.21 0.07
C -0.3299 5.0744 -1.4813 0.05 -0.05 0.02
N 0.1273 4.0993 -2.4696 -0.06 0.11 -0.12
C -0.3488 2.7523 -2.1933 -0.04 -0.21 0.22
P 0.2757 2.1551 -0.5314 0.02 0.56 -0.15
C 2.0728 2.5454 -0.8757 -0.19 -0.48 0.19
C -0.1170 3.6640 0.4861 0.07 -0.28 -0.13
H 1.8815 3.4701 -3.4032 0.04 -0.05 0.08
H 1.7942 5.2003 -3.0071 0.05 0.01 0.08
H 3.2652 4.1007 -1.4932 0.00 0.00 -0.01
H 2.0304 5.9513 -0.6872 0.05 -0.05 -0.08
H 2.2505 4.7562 0.6160 0.04 -0.06 -0.04
H -0.1189 6.0819 -1.8414 0.05 -0.03 -0.01
H -1.4057 4.9755 -1.3490 0.00 0.02 0.00
H -0.0052 2.0615 -2.9661 -0.01 -0.02 0.01
H -1.4366 2.7542 -2.2187 0.02 0.01 -0.04
H 2.4241 1.8473 -1.6371 0.07 0.07 -0.03
H 2.6861 2.4012 0.0130 0.00 0.04 0.01
H 0.3743 3.5782 1.4580 0.00 -0.02 0.00
H -1.1920 3.7199 0.6662 0.00 0.00 -0.01
O 0.1747 -1.5732 -1.0744 0.23 1.59 0.72
C 0.1974 -2.4736 -0.1608 0.16 -1.40 -0.12
O -0.0207 -2.0559 1.0411 0.11 0.76 0.07
C 0.4414 -3.8756 -0.4444 -0.15 0.51 0.27
C 0.6351 -4.7523 0.6255 -0.08 0.11 0.04
C 0.8577 -6.1043 0.4158 0.05 -0.21 -0.03
C 0.8712 -6.5319 -0.8958 -0.07 0.23 -0.31
O 1.0574 -7.7734 -1.3666 0.03 -0.02 0.35
C 0.9519 -7.7132 -2.7906 -0.01 -0.23 -0.31
O 0.7364 -6.3472 -3.1340 -0.02 0.18 -0.11
C 0.6740 -5.6525 -1.9728 0.01 0.00 0.26
C 0.4592 -4.3181 -1.7804 0.08 -0.18 -0.31
H 0.6118 -4.3585 1.6318 0.01 -0.03 0.01
H 1.0126 -6.7939 1.2329 0.01 0.00 -0.01
H 0.1080 -8.3208 -3.1230 -0.04 0.09 0.10
H 1.8746 -8.0737 -3.2465 0.04 0.10 0.10
H 0.3040 -3.6321 -2.6009 0.01 -0.03 -0.02
```
Forces are in eV/Å.

Calculated values
Expectation value of S²: 1.218
Multiplicity: 2
Charge: +2


Formula: C3H5NO2
Source: the Open Molecules 2025 dataset
Level of theory: ωB97M-V with the def2-TZVPD basis set

```
11
Properties=species:S:1:pos:R:3:forces:R:3
H -2.6492 -0.5858 -0.2618 0.02 -0.13 -0.38
N -1.7822 -0.6137 0.2605 0.13 -0.32 -0.54
C -0.7121 -0.5775 -0.4114 -0.12 0.06 0.48
O -0.4401 -0.4610 -1.7223 0.05 0.25 -0.04
C 0.5432 -0.4398 0.3781 -0.13 -0.12 0.36
C 0.7655 0.9393 0.7471 0.32 0.25 0.02
O 1.5576 0.2847 -0.3016 0.28 0.47 0.62
H 0.5086 -0.1412 -1.6950 -0.89 -0.30 -0.54
H 0.9149 -1.2736 0.9569 -0.20 0.01 0.25
H 1.2039 1.1803 1.7135 0.49 0.00 -0.44
H 0.0897 1.6883 0.3360 0.06 -0.18 0.21
```
Forces are in eV/Å.


Formula: H36O18
Source: the Open Molecules 2025 dataset
Level of theory: ωB97M-V with the def2-TZVPD basis set

```
54
Properties=species:S:1:pos:R:3:forces:R:3
O -4.3456 0.6707 2.1999 -0.63 0.56 -0.70
H -3.5085 0.8068 1.7287 -0.47 0.01 0.07
H -5.0231 1.1938 1.7019 1.06 -0.64 0.56
O -3.0858 3.3761 -0.8589 -1.23 0.75 0.78
H -2.5719 2.8333 -1.3946 0.52 -1.98 -2.69
H -2.3622 3.5118 -0.2801 0.68 1.12 2.04
O 5.5151 0.3811 3.0535 -2.33 0.49 2.49
H 5.5309 1.3720 3.1453 -0.02 -1.47 -0.13
H 4.8041 0.0926 3.7744 2.33 0.97 -2.37
O 0.8708 0.5468 1.0688 -2.34 -3.24 2.98
H -0.0214 0.6047 0.6118 1.46 -0.12 0.89
H 0.6363 -0.1408 1.9425 0.99 3.04 -3.94
O 2.0865 -3.1728 3.2842 -0.46 0.39 -1.55
H 2.6525 -3.4857 2.5483 -0.31 0.08 1.06
H 2.4302 -3.4157 4.1298 0.73 -0.46 0.45
O 0.5719 0.8127 -3.9903 -2.56 -2.92 2.13
H 1.0949 1.4246 -4.3817 2.57 2.96 -2.03
H 0.8087 0.8694 -3.0576 0.01 -0.09 -0.10
O -4.7357 -2.7943 0.6600 1.29 -1.65 0.42
H -5.1271 -2.0306 1.0821 0.22 0.14 0.56
H -4.1944 -3.3365 1.3062 -1.38 1.45 -0.77
O -1.2874 -0.3229 5.3472 -0.58 1.76 -4.41
H -1.2237 -0.5417 6.1960 -0.31 -0.25 6.39
H -0.8469 -1.1004 5.0864 0.92 -1.53 -2.01
O -1.4445 5.5310 -2.5651 -1.72 -2.41 5.20
H -1.0308 4.9879 -1.7229 -2.30 1.92 -2.75
H -0.6152 5.6315 -2.9004 3.55 1.01 -2.29
O 2.5554 -1.9547 -1.0239 -0.13 4.27 -2.04
H 2.6354 -2.8349 -0.8821 0.16 -4.02 1.30
H 2.3345 -1.4443 -0.2571 -0.20 -0.17 0.86
O -1.9771 -6.0302 0.3116 0.09 0.41 -2.40
H -2.1681 -5.0393 0.2701 0.46 -2.23 -0.52
H -1.8467 -6.4207 -0.6502 -0.52 1.80 2.95
O 0.8971 3.4758 1.5544 -4.29 0.86 0.08
H 1.7740 3.3344 1.7481 2.93 -0.62 1.03
H 0.3493 3.4598 2.3825 1.25 -0.07 -1.16
O 1.4721 -5.2741 0.2871 -0.58 3.47 -0.39
H 1.9903 -5.7969 -0.2573 1.37 -1.89 -1.27
H 1.1446 -5.7327 1.0153 -0.75 -1.49 1.63
O 3.4883 3.6960 -2.9028 -2.63 -0.97 -9.14
H 3.4466 3.6628 -2.0569 0.49 -0.05 9.17
H 2.6341 3.1339 -3.0358 2.23 1.48 -0.38
O 0.4074 3.8268 -3.2476 -3.02 -2.02 -1.69
H 0.5303 4.2615 -4.0875 1.19 0.84 -0.49
H -0.4981 3.4184 -3.6050 2.42 0.71 1.94
O 3.6526 1.4955 -1.5014 1.26 1.14 -1.59
H 4.4781 1.0097 -1.6175 -0.38 -0.07 0.19
H 3.1265 1.0833 -0.8688 -1.08 -1.44 1.80
O -1.7655 -1.0486 -0.8253 0.08 -2.20 0.36
H -0.8575 -1.1759 -1.1614 -0.50 0.01 0.13
H -2.0838 -1.9969 -0.6188 0.60 2.29 -0.34
O -4.2071 -1.7400 -2.1068 3.02 -2.51 -2.21
H -3.4251 -1.1697 -1.9431 -0.75 0.05 0.13
H -3.6654 -2.5046 -2.6356 -2.40 2.55 1.78
```
Forces are in eV/Å.


Formula: C12H16N
Source: the Open Molecules 2025 dataset
Level of theory: ωB97M-V with the def2-TZVPD basis set

```
29
Properties=species:S:1:pos:R:3:forces:R:3
C 0.6511 0.0430 -2.2381 -0.17 -0.18 0.20
C 1.4891 0.6472 -1.2400 -0.06 0.32 0.03
C 0.7383 -0.0166 2.3932 -0.26 0.17 0.08
C -0.5509 -0.3064 2.2606 0.04 0.09 -0.03
C -0.6931 0.0704 -2.1887 0.30 -0.48 -0.39
C 1.3237 0.4392 0.0589 0.27 -0.01 0.06
C 1.6358 -0.0224 1.2442 0.06 -0.05 -0.18
C -1.2173 -0.5196 0.9166 0.37 -0.40 0.06
C -1.0950 0.7092 0.0839 -0.38 -0.01 -0.11
C 2.9105 -0.8024 1.4351 0.07 -0.08 -0.06
C -0.8527 -1.8516 0.2642 -0.15 0.02 0.04
C -2.0704 1.9806 -1.6909 -0.59 0.59 -0.15
N -1.3454 0.8146 -1.2068 0.10 -0.05 0.56
H 1.1290 -0.3331 -3.1301 -0.08 -0.01 -0.20
H 2.2078 1.3757 -1.5987 0.16 0.07 0.01
H 1.1916 0.0777 3.3677 -0.01 0.01 0.19
H -1.1733 -0.4185 3.1337 -0.05 -0.04 0.16
H -1.3030 -0.2688 -3.0144 0.00 0.05 -0.04
H -2.3028 -0.5503 1.1134 0.07 0.17 -0.11
H -1.2766 1.6181 0.6555 -0.03 0.09 -0.12
H 2.7016 -1.7489 1.9322 0.03 -0.04 0.01
H 3.5793 -0.2257 2.0754 0.04 -0.02 0.04
H 3.4080 -0.9928 0.4892 0.06 0.00 -0.02
H -1.4078 -1.9909 -0.6605 -0.03 -0.08 -0.06
H -1.1061 -2.6645 0.9393 -0.05 -0.05 0.03
H 0.2104 -1.9048 0.0493 0.05 -0.02 -0.02
H -3.1212 1.9058 -1.4046 0.09 0.02 -0.03
H -2.0014 2.0393 -2.7745 0.06 -0.03 0.07
H -1.6589 2.8964 -1.2647 0.11 -0.06 0.00
```
Forces are in eV/Å.

Calculated values
Charge: +1


Calculated DFT total energy in order - -953.93254, -3209.94082, -2096.53991, -322.48697, -1375.67864, -521.24631 hartree
Calculated energy above the lowest of the compared OMol25 structures with the same formula, charge and spin in order - 0.0, 6.1, 27.7, 54.8, 193.4, 48.5 kcal/mol